No. 1
Computed, not measured: 2 unconnected molecules or ions with the total composition C37H45F5IN3O6Si in a non-equilibrium geometry, with ωB97M-V with the def2-TZVPD basis set.

Molar mass = 877.8 g/mol
ΔE to the lowest compared entry with this formula, charge and spin = 104.3 kJ/mol

Last column: Löwdin charge in e.
Positions of all 98 atoms, in Å:
1 C 1.16035 3.66840 3.34580  -0.18
2 Si 0.00918 2.43678 2.46285  0.61
3 C -0.59874 3.32979 0.90244  -0.15
4 C 1.07122 0.90342 2.11694  -0.20
5 C 0.39229 -0.14300 1.21608  -0.12
6 C 1.32132 -1.29937 0.88819  -0.51
7 F 1.82509 -1.77268 2.04486  0.13
8 F 0.67729 -2.32788 0.31922  0.15
9 N 2.50438 -0.90900 0.09048  0.27
10 C 2.44510 -0.51392 -1.13936  -0.39
11 N 3.49358 -0.10852 -1.91822  -0.44
12 I 5.34926 -0.81394 -1.44506  1.03
13 C 3.38550 1.36579 -2.10483  -0.13
14 C 2.05930 1.72458 -2.79875  -0.40
15 O 1.88140 3.09065 -2.43788  0.02
16 C 2.15638 1.65811 -4.34246  -0.01
17 C 2.65833 3.02441 -4.86351  -0.49
18 O 1.86974 3.81324 -5.33322  0.12
19 O 3.97283 3.35761 -4.77375  0.13
20 C 0.86187 0.94686 -2.16527  -0.16
21 C -0.47254 1.07475 -2.92375  -0.01
22 C -1.58582 1.20472 -1.86820  -0.30
23 O -1.93311 2.33742 -1.56254  0.09
24 C -2.20941 0.04260 -1.15439  -0.16
25 C -2.61491 0.27566 0.14324  -0.04
26 C -3.22371 -0.67896 0.90892  -0.04
27 C -3.44570 -1.93077 0.36241  -0.03
28 C -3.03133 -2.16549 -0.91958  -0.08
29 C -2.43132 -1.20867 -1.69255  -0.04
30 N 1.18121 -0.42421 -1.70050  0.01
31 C 0.84878 -1.57001 -2.55860  -0.11
32 C 1.59021 -1.76382 -3.91276  -0.09
33 C 0.69875 -1.63853 -5.14295  -0.24
34 C -0.57378 -2.14220 -5.21907  -0.07
35 C -1.35095 -2.05294 -6.34936  -0.07
36 C -0.82609 -1.44940 -7.46317  -0.08
37 C 0.44131 -0.92706 -7.40335  -0.08
38 C 1.20324 -1.01802 -6.27093  -0.06
39 C -1.43451 2.10239 3.58824  -0.25
40 C -1.88997 3.12278 4.43146  -0.11
41 C -2.96790 2.90440 5.22995  -0.10
42 C -3.64030 1.69670 5.22762  -0.07
43 C -3.19432 0.67773 4.42750  -0.08
44 C -2.10309 0.90578 3.61768  -0.13
45 H 1.58446 3.25960 4.26413  0.04
46 H 1.96877 3.88067 2.63126  0.03
47 H 0.62133 4.60343 3.50908  0.02
48 H -0.45255 4.40127 1.08240  0.04
49 H -0.03024 3.09632 -0.00332  0.01
50 H -1.67098 3.15287 0.79861  0.02
51 H 1.39732 0.45659 3.05980  0.10
52 H 1.98990 1.26309 1.61709  0.07
53 H -0.40889 -0.59083 1.81926  0.12
54 H -0.09061 0.26692 0.33055  0.09
55 H 3.40027 -0.96413 0.57240  0.12
56 H 4.24969 1.81196 -2.59152  0.11
57 H 3.32142 1.82103 -1.10543  0.14
58 H 1.03145 3.41685 -2.76436  0.12
59 H 1.22388 1.48714 -4.87504  0.12
60 H 2.89176 0.92866 -4.70860  0.11
61 H 4.50222 2.56243 -4.63314  0.10
62 H 0.68384 1.52498 -1.24528  0.13
63 H -0.44511 2.04152 -3.43572  0.13
64 H -0.63511 0.32725 -3.70714  0.12
65 H -2.46857 1.26437 0.56866  0.11
66 H -3.52906 -0.40168 1.91105  0.10
67 H -3.94157 -2.67015 0.97904  0.12
68 H -3.22245 -3.14864 -1.34145  0.11
69 H -2.12894 -1.42954 -2.71046  0.09
70 H -0.21421 -1.63266 -2.76108  0.07
71 H 1.05512 -2.46722 -1.96674  0.13
72 H 1.97754 -2.79031 -3.93972  0.13
73 H 2.45472 -1.11919 -4.07046  0.08
74 H -1.00403 -2.65699 -4.36095  0.11
75 H -2.35391 -2.46071 -6.33524  0.11
76 H -1.43120 -1.40850 -8.36104  0.11
77 H 0.82429 -0.46994 -8.31057  0.11
78 H 2.20376 -0.59947 -6.29007  0.11
79 H -1.37605 4.07805 4.43702  0.09
80 H -3.32437 3.70706 5.87104  0.10
81 H -4.51828 1.50209 5.83416  0.11
82 H -3.66435 -0.29336 4.37986  0.11
83 H -1.79834 0.08070 2.98363  0.05
84 C 1.38507 -3.54384 5.26736  -0.08
85 C 0.27185 -3.71646 4.24165  -0.29
86 O -1.02119 -3.84191 4.77758  -0.11
87 C -1.71915 -2.63274 5.22790  -0.49
88 O -1.72122 -1.67966 4.33489  -0.16
89 C -1.22293 -2.13069 6.61719  -0.55
90 F -0.89872 -3.15826 7.44777  0.10
91 F -2.20658 -1.45298 7.24775  0.11
92 F -0.15349 -1.31379 6.59016  0.11
93 H 1.23253 -4.20160 6.12284  0.08
94 H 2.35491 -3.77098 4.81218  0.06
95 H 1.44007 -2.52118 5.63196  0.06
96 H 0.44917 -4.66514 3.72261  0.11
97 H 0.31341 -2.93531 3.47425  0.08
98 H -2.70706 -3.07320 5.49226  0.14

=====

No. 2
Computed, not measured: 8 unconnected molecules or ions with the total composition C11H38O11 in a non-equilibrium geometry, with ωB97M-V with the def2-TZVPD basis set.

Molar mass = 346.4 g/mol
SMILES string = OCCO.OCCO.OCCO.CO.CO.CO.CO.CO
ΔE to the lowest compared entry with this formula, charge and spin = 280.4 kJ/mol

Last column: Löwdin charge in e.
Positions of all 60 atoms, in Å:
1 O 3.86535 19.16797 12.02129  -0.08
2 C 4.16419 18.52703 10.76461  -0.19
3 C 5.05700 17.22072 10.88397  -0.20
4 O 4.25171 16.04475 10.97080  -0.10
5 H 2.91191 19.25288 12.09449  0.08
6 H 3.20874 18.22752 10.33389  0.11
7 H 4.48409 19.30958 10.07659  0.11
8 H 5.86163 17.19883 11.61895  0.11
9 H 5.60242 17.02808 9.96011  0.11
10 H 3.94077 15.97509 11.87638  0.02
11 O 2.52097 10.83210 18.16570  -0.05
12 C 3.60018 11.34827 18.91298  -0.24
13 C 4.08595 12.70513 18.45218  -0.23
14 O 4.46724 12.81139 17.05970  -0.09
15 H 2.74241 10.97804 17.24306  0.08
16 H 3.36761 11.38984 19.97706  0.13
17 H 4.42266 10.67160 18.68119  0.12
18 H 4.95033 12.99578 19.04924  0.11
19 H 3.37101 13.51856 18.57582  0.10
20 H 5.10040 13.51469 16.89821  0.04
21 O -0.98785 12.49111 13.16312  -0.07
22 C -0.25932 13.59409 12.56965  -0.22
23 C 1.22409 13.30745 12.27538  -0.15
24 O 2.17881 12.89816 13.35327  -0.12
25 H -1.86126 12.79026 13.42630  0.08
26 H -0.79976 13.86531 11.66275  0.12
27 H -0.32197 14.44784 13.24442  0.10
28 H 1.60960 14.17078 11.73303  0.12
29 H 1.36289 12.34721 11.77862  0.12
30 H 2.96816 12.71270 12.83934  0.01
31 C 1.65065 14.95735 16.53094  -0.13
32 O 1.26624 14.92801 15.14663  -0.12
33 H 1.38652 15.91098 16.98801  0.08
34 H 1.19409 14.19438 17.16142  0.08
35 H 2.71432 14.88401 16.75753  0.05
36 H 1.53348 14.16739 14.62544  0.03
37 C 7.88829 13.78991 16.41609  -0.16
38 O 7.66842 12.49141 16.92714  -0.12
39 H 8.15843 13.75914 15.36054  0.09
40 H 6.95874 14.32630 16.60662  0.05
41 H 8.57739 14.34434 17.05315  0.08
42 H 7.63084 12.68515 17.86664  0.07
43 C 4.67215 14.93402 14.01823  -0.17
44 O 3.74034 15.86670 13.64721  -0.11
45 H 4.36428 13.89762 14.15674  0.07
46 H 5.37963 14.99630 13.19138  0.09
47 H 5.17178 15.19921 14.94998  0.06
48 H 2.87933 15.76147 14.05856  0.07
49 C 4.43776 10.64376 12.78464  -0.16
50 O 4.46006 11.88402 12.17664  -0.12
51 H 4.56638 10.68904 13.86608  0.09
52 H 3.55673 10.02103 12.62950  0.09
53 H 5.36188 10.17996 12.43967  0.08
54 H 4.15520 11.87814 11.26636  0.10
55 C 6.38405 18.06956 14.95240  -0.21
56 O 6.22887 19.11394 14.06826  -0.09
57 H 5.52320 17.72386 15.52469  0.07
58 H 6.65673 17.18580 14.37557  0.07
59 H 7.08254 18.27131 15.76451  0.08
60 H 5.58230 18.77684 13.44382  0.04

=====

No. 3
Computed, not measured: 5 unconnected molecules or ions with the total composition C27H55NO7 in a non-equilibrium geometry, with ωB97M-V with the def2-TZVPD basis set.

Molar mass = 505.7 g/mol
SMILES string = COCCCCN(C)C(=O)OCCc1ccccc1.CC(C)O.CC(C)O.CC(C)O.CC(C)O
ΔE to the lowest compared entry with this formula, charge and spin = 1067.1 kJ/mol

Last column: Löwdin charge in e.
Positions of all 90 atoms, in Å:
1 C -5.54680 1.82363 -0.41359  -0.12
2 O -5.05258 2.00016 -1.81618  -0.25
3 C -4.54009 0.69231 -2.27974  -0.22
4 C -3.67621 0.80607 -3.70503  -0.16
5 C -2.45227 -0.27732 -3.58134  -0.20
6 C -1.91039 -0.88161 -5.00535  -0.19
7 N -0.46723 -1.33011 -5.00891  -0.16
8 C 0.51299 -0.17900 -5.01615  -0.09
9 C -0.16158 -2.36467 -3.95094  -0.25
10 O -0.01641 -2.15611 -2.64046  0.01
11 O 0.05923 -3.77061 -4.42489  -0.11
12 C 1.49333 -3.95026 -4.71001  -0.19
13 C 2.43749 -4.11152 -3.36130  -0.15
14 C 3.34804 -2.73419 -3.12302  -0.15
15 C 3.07141 -1.66474 -1.87637  -0.02
16 C 3.96565 -0.29286 -1.70876  -0.07
17 C 5.16372 -0.01821 -2.80814  -0.08
18 C 5.48591 -1.09452 -4.03274  -0.07
19 C 4.56717 -2.47503 -4.20803  -0.04
20 H -4.68287 1.90939 0.38720  0.10
21 H -6.03300 0.76341 -0.26397  0.08
22 H -6.36461 2.61569 -0.11457  0.10
23 H -3.74069 0.34922 -1.46710  0.13
24 H -5.34816 -0.15479 -2.32233  0.11
25 H -4.35870 0.64559 -4.64714  0.12
26 H -3.24308 1.89482 -3.71811  0.12
27 H -2.87421 -1.19917 -2.95179  0.12
28 H -1.55174 0.17006 -2.97793  0.12
29 H -2.60804 -1.73840 -5.45459  0.14
30 H -1.99126 0.00941 -5.79528  0.13
31 H 1.60915 -0.61897 -4.85319  0.10
32 H 0.25167 0.70456 -4.29437  0.10
33 H 0.52115 0.24037 -6.13382  0.11
34 H 1.94898 -3.03424 -5.32489  0.13
35 H 1.62021 -4.96678 -5.31424  0.14
36 H 1.79185 -4.36459 -2.39251  0.13
37 H 3.19907 -4.99852 -3.54107  0.11
38 H 2.16811 -1.96124 -1.15457  0.10
39 H 3.71465 0.41597 -0.80933  0.08
40 H 5.79234 0.97134 -2.70717  0.07
41 H 6.35025 -0.91753 -4.80277  0.07
42 H 4.74971 -3.27110 -5.07090  0.09
43 C 5.67835 -2.16744 1.55251  -0.06
44 C 4.34254 -1.74404 2.14249  -0.51
45 C 4.18683 -2.23743 3.57215  -0.06
46 O 3.28570 -2.26974 1.34376  -0.08
47 H 5.76560 -3.25940 1.52384  0.08
48 H 5.77131 -1.81608 0.51932  0.07
49 H 6.51269 -1.76553 2.13579  0.08
50 H 4.25928 -0.65201 2.11883  0.12
51 H 4.22124 -3.33190 3.61506  0.08
52 H 3.21585 -1.93597 3.97961  0.07
53 H 4.97640 -1.83754 4.21599  0.08
54 H 3.35173 -3.23899 1.35897  0.10
55 C -7.58334 -2.07319 0.51390  -0.06
56 C -7.60892 -2.11746 -1.00568  -0.50
57 C -8.23179 -3.40867 -1.51205  -0.07
58 O -6.27805 -2.00809 -1.50372  -0.08
59 H -6.98453 -2.89624 0.91988  0.08
60 H -7.12122 -1.14397 0.86401  0.07
61 H -8.59434 -2.13947 0.92785  0.08
62 H -8.17395 -1.26098 -1.38939  0.14
63 H -7.65595 -4.27908 -1.17784  0.08
64 H -8.23223 -3.43207 -2.60711  0.08
65 H -9.26226 -3.51494 -1.15890  0.08
66 H -5.76897 -2.76453 -1.16806  0.10
67 C 1.02021 0.55772 2.51696  -0.06
68 C 1.59991 1.37872 3.65785  -0.50
69 C 1.17665 2.83592 3.56281  -0.06
70 O 3.02235 1.29692 3.62322  -0.07
71 H 1.37282 0.92923 1.54823  0.08
72 H 1.34322 -0.48618 2.59131  0.07
73 H -0.07382 0.58751 2.52531  0.08
74 H 1.27079 0.96154 4.61581  0.14
75 H 1.53481 3.28817 2.63110  0.08
76 H 1.61125 3.41711 4.38321  0.06
77 H 0.08731 2.93401 3.60260  0.08
78 H 3.32353 1.66518 2.77605  0.09
79 C 1.23548 6.96917 7.82585  -0.07
80 C 1.60769 5.84033 6.87774  -0.51
81 C 2.88308 6.15680 6.11298  -0.07
82 O 0.54316 5.62926 5.95392  -0.07
83 H 1.05438 7.89938 7.27565  0.08
84 H 0.30909 6.73304 8.36029  0.08
85 H 2.02808 7.14597 8.55960  0.08
86 H 1.73896 4.91200 7.44431  0.14
87 H 2.76037 7.05825 5.50207  0.08
88 H 3.13196 5.34116 5.42559  0.07
89 H 3.72509 6.30916 6.79538  0.08
90 H 0.41949 6.44849 5.44637  0.09

=====

no.,lowest unoccupied orbital energy (eV),HOMO level (eV)
1,-2.699,-6.29
2,0.432,-9.79
3,0.369,-8.21